Record 1
66
Properties=species:S:1:pos:R:3:forces:R:3:lowdin_charge:R:1 method="wB97M-V/def2-TZVPD" homo_ev=-10.027 spin_multiplicity=1
O -1.8117 -0.1841 -2.5732 0.37 0.01 -0.29 -0.045
H -1.4244 0.3066 -3.3101 -0.05 -0.24 -0.07 0.069
H -1.5058 -1.0983 -2.6731 -0.26 0.00 0.14 0.088
O -2.1544 -0.7696 1.7562 0.30 0.03 0.05 -0.063
H -2.1075 -0.4278 2.6537 -0.05 -0.14 0.01 0.060
H -1.3861 -0.3895 1.2870 -0.36 0.12 0.12 0.011
O -0.9905 0.7920 -0.0604 0.25 0.05 -0.32 -0.059
H -0.3426 1.4746 -0.2824 0.12 0.04 -0.09 0.020
H -1.2398 0.3801 -0.9107 0.01 0.20 0.30 0.017
O -2.5654 2.6018 1.9592 0.02 -0.13 0.15 -0.043
H -1.8860 2.5887 1.2736 -0.16 0.04 -0.11 0.015
H -2.1357 2.2364 2.7389 0.02 0.09 -0.01 0.038
O -3.1091 -2.4115 -0.4564 0.14 0.29 -0.26 -0.073
H -2.8730 -1.8528 0.2996 -0.21 -0.15 0.03 -0.014
H -3.7595 -1.8836 -0.9611 0.06 -0.22 0.20 0.001
O -2.6192 2.7744 -2.5922 0.09 0.00 -0.34 -0.029
H -2.2304 1.9040 -2.4659 -0.20 0.13 0.32 -0.005
H -3.4529 2.6109 -3.0480 0.00 0.04 0.13 0.060
O -4.5169 0.7693 0.4955 0.01 0.10 0.34 -0.049
H -5.0623 1.3924 0.9855 0.07 0.04 -0.08 0.064
H -3.6437 0.8218 0.9180 -0.11 -0.03 -0.07 0.014
O 0.9519 2.9007 -1.2804 0.27 -0.08 -0.06 -0.067
H 1.5029 2.3074 -1.8311 -0.25 0.00 -0.02 0.017
H 1.3175 3.7799 -1.4296 -0.02 -0.04 0.02 0.060
O -4.7103 -0.4714 -1.8843 -0.19 0.09 0.46 -0.087
H -3.8368 -0.1698 -2.1561 -0.04 0.05 0.00 -0.012
H -4.8522 -0.0425 -1.0014 0.23 -0.17 -0.70 0.014
O -1.4097 4.7386 -0.6682 0.03 0.18 -0.02 -0.057
H -0.5525 4.3343 -0.5112 -0.08 -0.11 -0.08 -0.010
H -1.6820 4.4145 -1.5384 -0.05 -0.18 0.21 0.007
C 0.6026 -2.8433 2.5291 0.21 0.61 0.04 -0.061
C -0.2800 -3.5382 1.5156 0.12 -1.00 -0.10 -0.474
C 0.1237 -3.2421 0.0777 -0.86 0.00 0.07 -0.053
O -0.0981 -4.9605 1.7078 0.28 -0.14 -0.35 -0.066
H 1.6434 -3.0793 2.2914 -0.05 -0.17 0.00 0.079
H 0.4367 -3.1669 3.5570 -0.22 -0.02 -0.04 0.082
H 0.5433 -1.7505 2.4990 -0.28 -0.07 -0.02 0.057
H -1.3598 -3.3927 1.5831 0.14 0.68 0.33 0.124
H 1.1996 -3.2922 -0.0819 0.01 -0.09 -0.02 0.076
H -0.2828 -2.2747 -0.2298 0.30 0.19 0.16 0.054
H -0.4275 -3.9537 -0.5383 0.36 -0.13 -0.15 0.085
H -0.6273 -5.2493 2.4548 -0.03 0.10 0.05 0.083
C 2.8536 -1.1792 -3.6574 -0.28 0.47 0.85 -0.036
C 2.1759 -0.3550 -2.5623 -0.13 0.67 -0.75 -0.462
C 2.9340 -0.1844 -1.2783 -0.16 -0.18 0.87 -0.055
O 1.9115 0.9812 -3.0807 0.05 0.00 0.33 -0.079
H 3.8356 -0.7881 -3.9184 0.10 -0.02 0.24 0.086
H 2.2409 -1.0874 -4.5538 -0.04 -0.55 -0.04 0.078
H 2.9223 -2.1856 -3.2411 0.10 -0.20 -0.63 0.087
H 1.1960 -0.7964 -2.3385 0.15 -0.16 0.10 0.122
H 3.0917 -1.1555 -0.8028 0.24 -0.04 -0.20 0.087
H 2.3392 0.3591 -0.5385 -0.16 0.09 -0.22 0.056
H 3.8806 0.3523 -1.3505 0.06 -0.16 -0.39 0.098
H 1.1596 0.9283 -3.6767 0.09 0.05 -0.15 0.088
C 3.3811 -0.1497 2.3395 0.29 0.30 -0.02 -0.039
C 2.9505 1.2137 2.8551 0.19 0.57 -0.60 -0.499
C 1.8119 1.8593 2.0619 0.12 -0.99 0.24 -0.051
O 2.6371 1.1234 4.2361 -0.02 -0.25 -0.04 -0.037
H 3.7709 -0.0389 1.3266 -0.09 0.06 -0.04 0.061
H 2.5981 -0.9068 2.3153 -0.02 0.11 0.23 0.056
H 4.2314 -0.4722 2.9407 -0.17 -0.28 0.12 0.088
H 3.8236 1.8635 2.6930 0.06 0.05 0.38 0.132
H 1.4490 2.7569 2.5614 0.01 0.12 -0.10 0.081
H 1.0050 1.1212 2.0042 -0.19 0.22 -0.12 0.071
H 2.1561 2.0924 1.0550 -0.16 0.14 -0.02 0.061
H 2.2588 1.9633 4.5116 0.04 0.01 0.05 0.083

---

Record 2
11
Properties=species:S:1:pos:R:3:forces:R:3:lowdin_charge:R:1 method="wB97M-V/def2-TZVPD" homo_ev=-9.606 spin_multiplicity=1
O 0.5393 1.3284 -0.9879 0.49 -0.21 0.13 0.002
C 0.2140 0.6077 0.1686 0.05 -0.04 0.74 -0.270
C -1.1141 -0.1365 -0.0048 -0.10 0.21 -0.08 -0.129
N -0.4257 -1.4641 0.0361 0.88 -0.07 -1.32 0.074
C 0.7821 -0.8668 0.5015 0.97 0.69 0.95 -0.443
O 1.7558 -1.4108 0.9322 -0.33 0.81 -0.18 0.119
H 1.1683 2.0254 -0.7711 0.04 -0.16 -0.05 0.102
H 0.3326 1.1912 1.0763 -0.25 0.46 0.09 0.141
H -1.7875 0.0478 0.8376 0.11 -0.49 -0.07 0.115
H -1.6655 -0.0048 -0.9389 0.26 0.32 0.15 0.120
H 0.2007 -1.3174 -0.8497 -2.12 -1.53 -0.37 0.170